[1]
114
Properties=species:S:1:pos:R:3:forces:R:3 method="wB97M-V/def2-TZVPD" de_lowest_kj_mol=229.92 charge=+1 orbital_gap_ev=7.390 e_tot_ev=-70997.0200 multiplicity=1
Zr 0.0209 -0.1482 0.2627 -0.902 -0.270 -1.692
C 3.2872 -1.1618 -3.1246 0.144 0.002 -0.060
O 3.0265 -2.3768 -2.4148 -0.030 -0.026 0.105
C 3.4517 -2.3585 -1.1074 -0.197 0.201 -0.216
C 4.6465 -2.9397 -0.7556 0.019 0.063 0.098
C 5.0544 -2.9646 0.5799 0.092 0.030 0.087
C 4.2510 -2.4063 1.5420 -0.016 -0.038 0.073
C 3.0213 -1.8118 1.2109 -0.186 0.146 -0.218
C 2.1499 -1.3865 2.2715 -0.135 -0.080 -0.151
N 0.9958 -0.8482 2.0641 0.013 -0.127 0.435
N 0.1392 -0.7705 3.1651 -0.100 -0.134 0.607
C -1.0990 -0.8414 2.7582 0.508 -0.303 0.583
O -1.4156 -0.8786 1.5021 -0.497 -0.344 0.967
C -2.1533 -1.0377 3.7741 -0.188 0.143 -0.038
C -2.0466 -0.4902 5.0480 0.055 -0.008 -0.078
C -3.0543 -0.7024 5.9746 0.023 0.047 0.044
C -4.1573 -1.4775 5.6443 -0.013 -0.004 0.003
C -4.2591 -2.0370 4.3776 -0.036 0.010 0.042
C -3.2623 -1.8120 3.4433 0.080 0.049 -0.051
C 2.6042 -1.7662 -0.1421 0.647 -0.274 -0.116
O 1.4649 -1.2489 -0.5404 0.533 -0.301 0.035
H 4.3627 -1.0163 -3.2553 0.001 -0.037 0.027
H 2.8694 -0.2949 -2.6088 0.035 -0.042 0.034
H 2.8170 -1.2727 -4.0995 0.015 0.034 0.023
H 5.2674 -3.3703 -1.5306 -0.057 -0.020 -0.038
H 5.9961 -3.4196 0.8525 -0.002 -0.002 -0.013
H 4.5508 -2.4271 2.5829 -0.008 -0.010 0.002
H 2.4311 -1.5989 3.3009 -0.069 -0.045 0.018
H -1.1715 0.0953 5.2967 -0.022 0.022 0.016
H -2.9782 -0.2578 6.9583 -0.002 -0.036 0.013
H -4.9339 -1.6540 6.3768 -0.010 0.025 -0.005
H -5.1191 -2.6434 4.1240 0.025 -0.033 -0.009
H -3.3175 -2.2481 2.4535 -0.056 0.030 -0.012
C -5.5782 1.7713 1.8124 -0.130 0.056 -0.021
C -4.4985 0.8914 1.6575 0.100 -0.041 -0.062
N -3.2496 1.2835 1.5773 0.026 -0.102 0.102
C -2.9722 2.5920 1.6689 -0.178 0.128 0.048
C -3.9877 3.5661 1.7979 0.167 -0.273 -0.077
C -5.3189 3.1145 1.8669 0.081 -0.004 -0.045
C -3.6532 4.9505 1.8785 0.006 0.172 0.015
C -2.3627 5.3382 1.8869 -0.151 0.108 -0.028
C -1.3024 4.3811 1.8350 0.080 -0.366 -0.106
C 0.0381 4.7819 1.9634 -0.086 -0.069 0.042
C 1.0000 3.8248 2.1059 0.035 0.168 0.017
C 0.6322 2.4800 2.0259 -0.753 -0.033 0.373
N -0.5898 2.0564 1.7317 -0.056 0.340 0.063
C -1.5772 3.0009 1.7028 0.027 0.118 0.059
H -6.5880 1.3911 1.8879 0.007 -0.011 -0.004
H -4.6620 -0.1802 1.5950 -0.046 0.005 0.027
H -6.1175 3.8384 1.9736 -0.010 -0.010 0.016
H -4.4581 5.6711 1.9515 0.034 0.036 0.012
H -2.0985 6.3844 1.9766 -0.005 0.008 -0.028
H 0.2808 5.8364 2.0027 0.002 0.009 0.021
H 2.0347 4.0930 2.2654 -0.099 0.086 0.047
H 1.3606 1.7186 2.2499 -0.571 0.229 -0.136
C 0.4324 0.6868 -3.7009 -0.322 0.137 0.239
C 0.3229 1.9810 -2.8749 0.135 -0.216 -0.178
C -0.2770 3.0970 -3.7315 -0.003 -0.035 0.163
C 1.6951 2.3255 -2.3476 -0.185 -0.335 0.671
C 2.5371 2.9963 -3.2181 0.182 0.019 0.089
C 3.8206 3.3452 -2.8498 0.021 0.025 -0.091
C 4.2464 2.9983 -1.5912 0.093 0.048 0.020
C 3.4594 2.2981 -0.6766 -0.116 0.001 0.162
C 4.2257 2.0009 0.6167 -0.113 -0.279 0.041
C 5.2835 0.9224 0.3417 0.006 0.137 0.053
C 3.4073 1.6284 1.8487 0.696 0.165 -0.063
C 2.1382 1.9327 -1.0431 0.690 0.684 -0.156
O 1.3122 1.3149 -0.1436 -0.104 0.583 -1.331
H -0.5121 0.4301 -4.1833 -0.080 -0.017 0.044
H 0.7427 -0.1485 -3.0723 -0.007 -0.076 -0.057
H 1.1809 0.8286 -4.4819 0.026 -0.055 -0.002
H -0.3251 1.8231 -2.0155 -0.246 -0.106 0.093
H 0.2475 3.1786 -4.6839 -0.096 0.036 -0.006
H -0.2099 4.0590 -3.2211 -0.041 0.019 -0.043
H -1.3217 2.8853 -3.9529 -0.094 -0.022 -0.012
H 2.1767 3.2683 -4.2017 0.032 -0.033 0.058
H 4.4682 3.8863 -3.5263 -0.001 0.006 0.002
H 5.2427 3.2910 -1.2797 0.016 -0.032 0.020
H 4.7667 2.9203 0.8596 -0.001 0.005 -0.025
H 4.8107 -0.0162 0.0605 -0.034 -0.127 -0.060
H 5.8853 0.7491 1.2362 0.006 -0.026 -0.008
H 5.9532 1.2242 -0.4632 -0.020 -0.048 -0.026
H 2.6529 0.8990 1.5925 0.336 -0.058 0.007
H 2.9336 2.5121 2.2772 0.485 -0.375 -0.042
H 4.0609 1.1973 2.6089 0.058 0.035 0.044
C -3.7030 -1.9550 -1.9552 0.008 -0.046 0.141
N -3.8575 -0.5160 -1.8302 0.254 -0.262 0.210
C -2.9154 0.3157 -1.3640 -0.387 0.580 -0.413
N -3.2219 1.6324 -1.4297 0.212 -0.050 -0.023
O -1.7894 -0.0587 -0.9660 0.235 0.099 -0.273
H -4.1208 -2.2797 -2.9073 0.040 0.011 0.002
H -4.2296 -2.4715 -1.1489 0.059 -0.017 -0.016
H -2.6428 -2.2012 -1.9335 0.021 -0.017 -0.049
H -4.7506 -0.1306 -2.0823 0.038 0.135 -0.013
H -4.1581 1.9373 -1.6283 -0.002 0.026 0.009
H -2.6161 2.2830 -0.9626 0.039 0.011 0.065
C 0.8766 -5.0306 -1.5353 -0.056 0.080 0.066
C -0.3997 -4.3950 -2.0943 0.020 -0.089 -0.021
C -0.3496 -4.3926 -3.6197 -0.028 0.022 0.069
C -1.6313 -5.1608 -1.6160 0.096 0.085 -0.030
N -0.5184 -2.9693 -1.7037 -0.130 -0.233 -0.173
N -0.6375 -2.7188 -0.3085 0.099 0.277 -0.198
H 0.9634 -6.0718 -1.8475 -0.009 0.002 0.000
H 0.8879 -5.0214 -0.4414 0.009 -0.064 -0.002
H 1.7514 -4.4858 -1.8902 0.053 -0.021 -0.043
H -0.3113 -5.4139 -3.9978 0.048 -0.005 -0.023
H 0.5351 -3.8608 -3.9768 0.005 0.002 -0.001
H -1.2363 -3.9049 -4.0281 0.007 -0.003 0.002
H -1.6075 -6.1760 -2.0110 -0.019 -0.012 0.006
H -2.5435 -4.6771 -1.9691 -0.038 -0.020 0.003
H -1.6649 -5.2367 -0.5274 -0.028 0.000 0.006
H 0.3302 -2.4999 -2.0029 0.072 0.092 0.011
H 0.0097 -3.3054 0.2178 -0.030 0.017 0.158
H -1.5778 -2.9626 -0.0217 -0.047 0.121 0.075

---

[2]
70
Properties=species:S:1:pos:R:3:forces:R:3 method="wB97M-V/def2-TZVPD" de_lowest_kj_mol=79.38 charge=+3 orbital_gap_ev=5.030 e_tot_ev=-129750.4283 multiplicity=1
Mo 0.2370 -0.0642 -0.6108 0.539 -0.301 0.119
C -1.3221 2.3855 -3.8719 -0.002 0.015 -0.018
C -2.1939 1.6044 -4.6251 0.004 -0.006 0.012
C -2.3571 0.2893 -4.2583 0.030 0.011 0.020
C -1.6769 -0.2385 -3.1606 0.043 0.069 0.018
N -0.8207 0.5236 -2.4073 -0.064 0.106 -0.132
C -0.6767 1.8288 -2.8025 0.006 -0.032 0.021
N -1.8908 -1.5727 -2.9537 -0.017 -0.118 0.063
C -1.4945 -2.2406 -1.9570 -0.105 0.020 -0.249
N -0.7824 -1.6996 -0.8414 0.058 0.088 0.081
C -0.4226 -2.8367 -0.0066 0.080 -0.060 0.090
N 0.1096 -2.8067 1.1475 -0.059 -0.060 -0.029
C 0.4064 -1.7306 1.9333 0.048 0.039 0.018
C 0.6227 -1.9784 3.2912 0.000 0.018 -0.016
C 0.8538 -0.9325 4.1539 0.002 0.009 -0.017
C 0.8957 0.3699 3.6471 0.003 -0.020 0.014
C 0.6938 0.5675 2.3087 0.023 0.024 -0.023
N 0.4493 -0.4609 1.4535 -0.072 0.035 0.026
C -0.8743 -4.0469 -0.6733 -0.077 0.005 -0.101
C -0.7469 -5.3702 -0.2864 0.025 0.021 0.021
C -1.3420 -6.3228 -1.1043 -0.004 -0.010 -0.007
C -2.0446 -5.9582 -2.2553 0.004 0.007 0.005
C -2.1760 -4.6264 -2.6337 -0.006 0.017 -0.023
C -1.5764 -3.6848 -1.8184 0.058 -0.029 0.132
H -1.1310 3.4218 -4.1128 0.001 0.001 0.002
H -2.7182 2.0123 -5.4791 0.002 0.000 -0.002
H -2.9957 -0.3883 -4.8059 0.002 -0.009 0.005
H -0.0115 2.4459 -2.2281 -0.002 0.001 -0.011
H 0.5837 -3.0057 3.6235 -0.005 -0.004 -0.004
H 1.0048 -1.1160 5.2096 0.001 -0.001 0.002
H 1.0933 1.2189 4.2860 0.000 0.002 -0.001
H 0.7463 1.5554 1.8742 -0.019 -0.001 0.006
H -0.2071 -5.6487 0.6079 -0.004 -0.004 0.002
H -1.2632 -7.3702 -0.8465 0.003 0.001 0.005
H -2.4950 -6.7310 -2.8633 -0.003 0.002 -0.003
H -2.7199 -4.3399 -3.5230 -0.003 -0.004 0.000
O 3.5222 -1.9828 0.9592 0.016 0.020 0.010
As 3.6698 -1.0594 -0.4945 0.002 0.066 0.053
O 4.2627 -1.7601 -1.7874 0.031 -0.127 -0.125
O 1.7461 -0.9701 -0.7665 -0.391 0.387 0.084
C 4.1353 0.6592 0.2071 -0.014 -0.100 0.067
C 5.0513 0.6243 1.2474 -0.001 -0.002 -0.002
C 5.5863 1.8168 1.7389 -0.030 0.042 -0.031
C 5.1961 3.0351 1.2114 0.027 -0.052 0.030
C 4.2528 3.0832 0.1879 -0.037 0.049 -0.024
C 3.7396 1.9002 -0.3104 -0.042 0.001 -0.102
S 2.5835 1.9808 -1.6153 -0.075 0.104 0.250
O 2.3227 3.3076 -2.0243 0.024 -0.022 -0.023
O 2.7646 0.8900 -2.5082 0.034 -0.047 -0.026
O 1.1965 1.5385 -0.7361 -0.123 -0.173 -0.143
H 3.7822 -2.9099 0.8295 0.014 -0.009 -0.032
H 5.3756 -0.3172 1.6708 -0.008 -0.006 -0.013
H 6.3221 1.7758 2.5307 0.002 0.012 0.003
H 5.6237 3.9555 1.5850 0.005 -0.004 0.007
H 3.9347 4.0277 -0.2338 0.002 0.000 0.002
N -5.0866 4.0056 2.5480 0.000 0.037 0.023
C -4.0373 3.2624 2.9174 -0.011 -0.042 -0.045
O -3.6269 3.0868 4.0421 -0.003 -0.005 0.011
C -3.2326 2.5586 1.8435 0.031 0.009 -0.005
C -3.3294 1.1749 1.7039 -0.007 0.019 0.025
C -2.3988 0.5108 0.9447 0.003 -0.024 -0.021
N -1.3801 1.1479 0.3219 0.089 0.052 -0.015
C -1.3233 2.4914 0.4099 -0.013 -0.014 -0.008
C -2.2306 3.2235 1.1439 -0.018 -0.004 0.004
H -5.6201 4.4765 3.2651 0.000 0.000 -0.003
H -5.3917 4.0837 1.5934 -0.001 -0.007 0.000
H -4.1011 0.6164 2.2166 0.001 -0.004 -0.003
H -2.4397 -0.5645 0.8388 -0.003 0.003 0.014
H -0.5034 2.9795 -0.0979 0.000 0.011 0.020
H -2.1227 4.2982 1.2066 0.006 0.001 -0.006

---

[3]
29
Properties=species:S:1:pos:R:3:forces:R:3 method="wB97M-V/def2-TZVPD" de_lowest_kj_mol=174.29 charge=+1 orbital_gap_ev=8.541 e_tot_ev=-13616.6355 multiplicity=1
C 2.9880 -0.7268 0.2438 0.054 1.378 -1.324
N 1.9048 -0.1640 -0.1693 3.027 0.501 1.097
C 1.9634 0.7967 -1.2297 -0.347 0.000 -1.258
C 0.7156 -0.6211 0.3769 -5.296 0.664 -4.156
C 0.0567 -1.4685 -0.7537 1.328 -3.940 0.623
C -1.1169 -2.2352 -0.0546 0.503 2.779 1.552
C -1.5546 -1.0764 0.9520 -0.602 -1.390 2.277
C -0.6923 0.1546 0.5772 2.381 0.295 -0.531
C -0.5510 1.2439 1.5926 -1.020 -0.444 2.247
C -1.0510 0.3932 -0.8749 -1.130 -0.113 0.134
C -1.9940 1.4049 -1.4905 1.500 0.198 0.080
N -0.6501 -0.5943 -1.5611 -0.131 1.564 -2.322
H 3.9634 -0.4491 -0.2042 -0.801 -0.306 0.427
H 2.8612 -1.4578 0.9894 0.319 -0.817 0.871
H 1.5386 1.7293 -0.9161 -0.600 0.386 0.136
H 1.4260 0.3678 -2.0999 0.395 0.550 0.402
H 2.9965 0.9832 -1.4253 0.597 0.038 -0.464
H 0.8390 -1.0273 1.2587 1.198 -2.649 4.224
H 0.8428 -2.1125 -1.3012 -1.387 0.816 0.601
H -1.9744 -2.2945 -0.6371 -0.958 -0.550 -1.919
H -0.9635 -3.1754 0.3934 0.676 -0.957 0.701
H -2.7096 -0.9203 0.9424 2.194 0.080 0.039
H -1.2535 -1.3806 2.0428 -0.723 0.573 -1.834
H -1.0189 0.8260 2.5580 0.851 0.984 -1.152
H -1.1415 2.0729 1.2945 -0.703 0.958 -0.050
H 0.4457 1.6634 1.8455 -0.359 -0.667 -0.456
H -1.2724 1.9156 -2.2287 -1.820 -0.312 0.731
H -2.4067 2.0949 -0.7414 0.347 0.020 -0.380
H -2.8361 0.8638 -1.9448 0.508 0.361 -0.296